Record 1
Density functional theory data (the ωB97M-V functional and the def2-TZVPD basis) for a molecular structure, CH2O2S2.

```
7
CH2O2S2 (the ωB97M-V functional and the def2-TZVPD basis)
C 0.16566 3.60087 -0.76079
O 3.77030 0.91996 -0.83555
O 1.96671 -0.33353 0.36814
S 0.80495 2.70576 0.24866
S 3.34104 0.11119 0.29800
H -1.84305 3.23883 -2.35246
H -2.55595 3.08674 -2.71152
```

## Properties
**Energy relative to the best compared isomer or geometry (same formula, charge and spin)**: 281.9 kJ/mol
**Frontier orbital gap**: 9.44 eV
**Charge**: 0
**LUMO energy**: -0.0604 Eh

Record 2
Density functional theory data (the ωB97M-V functional and the def2-TZVPD basis) for a molecular structure, CH2O2S2.

```
7
CH2O2S2 (the ωB97M-V functional and the def2-TZVPD basis)
C 0.21287 -0.89875 -0.45245
O -2.29349 -0.63725 -0.02946
O -1.02215 1.48857 0.08158
S 2.23395 0.30813 0.13280
S -1.07913 0.02720 0.10231
H 0.32201 -1.80315 -0.02512
H 1.62595 1.51524 0.19034
```

## Properties
**Energy relative to the best compared isomer or geometry (same formula, charge and spin)**: 403.3 kJ/mol
**Frontier orbital gap**: 8.09 eV
**Charge**: 0
**LUMO energy**: -0.0602 Eh